[1]
Formula: C6H28O9
Source: OMol25
Level of theory: ωB97M-V/def2-TZVPD

Bonds (Å) are listed after each position.
Atoms and positions in Å:
1 C -0.11577 0.43692 0.78522  C2 1.334, H8 1.027, H9 1.015
2 C 0.75338 1.43602 0.94993  C1 1.334, C3 1.483, C4 1.482
3 C 0.34768 2.68378 1.64071  C2 1.483, H10 1.071, H11 1.112, H12 1.084
4 C 2.16019 1.33539 0.49622  C2 1.482, C5 1.515, H13 1.070, H14 1.089
5 C 2.38028 1.66278 -0.96680  C4 1.515, C6 1.540, H15 1.115, H16 1.144
6 C 1.50849 0.84837 -1.94025  C5 1.540, O7 1.434, H17 1.129, H18 1.108
7 O 1.98561 -0.50323 -1.97685  C6 1.434, H19 0.980
8 H 0.11829 -0.45229 0.32731  C1 1.027
9 H -1.07522 0.46177 1.11489  C1 1.015
10 H -0.69897 2.81487 1.82357  C3 1.071
11 H 0.76136 2.74084 2.67082  C3 1.112
12 H 0.69662 3.56125 1.10850  C3 1.084
13 H 2.81400 2.00718 1.01282  C4 1.070
14 H 2.57623 0.35242 0.71076  C4 1.089
15 H 2.18257 2.74266 -1.16011  C5 1.115
16 H 3.47816 1.51049 -1.24917  C5 1.144
17 H 1.67679 1.21812 -2.99335  C6 1.129
18 H 0.44447 0.84128 -1.63196  C6 1.108
19 H 1.21501 -1.10902 -1.95616  O7 0.980
20 O 1.02138 -2.91610 1.25147  H21 1.016, H22 0.980
21 H 1.80997 -2.41979 0.84568  O20 1.016
22 H 1.30290 -2.96642 2.18926  O20 0.980
23 O 3.12207 -1.68364 0.13864  H24 0.958, H25 1.017
24 H 3.84964 -2.19541 -0.21691  O23 0.958
25 H 2.72550 -1.13810 -0.62263  O23 1.017
26 O -3.58201 0.34019 -0.45030  H27 0.979, H28 0.983
27 H -3.52331 0.20670 0.51825  O26 0.979
28 H -3.05312 1.15707 -0.58859  O26 0.983
29 O -0.00279 -2.28492 -1.61717  H30 0.946, H31 0.963
30 H -0.92180 -2.08266 -1.52086  O29 0.946
31 H 0.20685 -2.73362 -0.79113  O29 0.963
32 O -1.93295 2.41531 -0.86273  H33 0.971, H34 0.986
33 H -1.06626 2.03706 -0.64120  O32 0.971
34 H -1.89684 2.65697 -1.81808  O32 0.986
35 O -1.57958 -2.30849 1.48218  H36 0.967, H37 0.981
36 H -0.61831 -2.39809 1.42377  O35 0.967
37 H -1.95046 -2.46333 0.58681  O35 0.981
38 O -3.18733 -0.26943 2.12112  H39 0.968, H40 0.926
39 H -2.78537 0.21745 2.85442  O38 0.968
40 H -2.64769 -1.01353 2.01294  O38 0.926
41 O -2.63718 -1.91533 -1.51886  H42 0.985, H43 0.991
42 H -2.88637 -1.74077 -2.45600  O41 0.985
43 H -2.97612 -1.09069 -1.08612  O41 0.991

SMILES	C=C(C)CCCO.O.O.O.O.O.O.O.O
highest occupied orbital energy	-9.640	eV
gap between HOMO and LUMO	10.07	eV
lowest unoccupied orbital energy	0.4	eV
energy relative to the best compared isomer or geometry (same formula, charge and spin)	0.235	eV
total energy	-922.57545	hartree

***

[2]
Formula: C9H10Cl2N2OS
Source: OMol25
Level of theory: ωB97M-V/def2-TZVPD

Bonds (Å) are listed after each position.
Atoms and positions in Å:
1 O -2.18159 -2.00230 -1.60837  C2 1.408, H16 0.964
2 C -2.95349 -1.70532 -0.46904  O1 1.408, C3 1.529, H17 1.092, H18 1.096
3 C -2.92606 -0.21110 -0.14768  C2 1.529, N4 1.443, H19 1.093, H20 1.100
4 N -1.54852 0.18947 0.01077  C3 1.443, C5 1.342, H21 1.013
5 C -1.20865 1.41930 0.42764  N4 1.342, S6 1.652, N7 1.369
6 S -2.32946 2.55250 0.86145  C5 1.652
7 N 0.11571 1.76307 0.47542  C5 1.369, C8 1.386, H22 1.012
8 C 1.25783 0.98347 0.38399  N7 1.386, C9 1.396, C15 1.398
9 C 1.27896 -0.36937 0.72658  C8 1.396, C10 1.385, H23 1.077
10 C 2.46214 -1.08023 0.61757  C9 1.385, Cl11 1.723, C12 1.385
11 Cl 2.47189 -2.75062 1.04199  C10 1.723
12 C 3.63713 -0.48440 0.18878  C10 1.385, C13 1.387, H24 1.077
13 C 3.60759 0.86841 -0.11659  C12 1.387, Cl14 1.723, C15 1.382
14 Cl 5.05774 1.64668 -0.62754  C13 1.723
15 C 2.44149 1.60411 -0.02437  C8 1.398, C13 1.382, H25 1.079
16 H -2.59905 -1.61055 -2.38417  O1 0.964
17 H -2.49656 -2.26998 0.34687  C2 1.092
18 H -3.99104 -2.03884 -0.58957  C2 1.096
19 H -3.46812 -0.00124 0.77763  C3 1.093
20 H -3.40364 0.36461 -0.95357  C3 1.100
21 H -0.88104 -0.36948 -0.50623  N4 1.013
22 H 0.26067 2.75551 0.61012  N7 1.012
23 H 0.40266 -0.85750 1.11858  C9 1.077
24 H 4.54935 -1.05093 0.10816  C12 1.077
25 H 2.44407 2.65473 -0.26842  C15 1.079

SMILES	OCCNC(=S)Nc1cc(Cl)cc(Cl)c1
highest occupied orbital energy	-8.413	eV
gap between HOMO and LUMO	8.92	eV
lowest unoccupied orbital energy	0.5	eV
total energy	-1852.30074	hartree

***

[3]
Formula: C2H2FN2O2S
Source: OMol25
Level of theory: ωB97M-V/def2-TZVPD

Bonds (Å) are listed after each position.
Atoms and positions in Å:
1 C 2.90692 0.16282 -0.20562  C2 1.390, S8 1.569
2 C 3.57348 -1.03317 0.03154  C1 1.390, O5 1.194, F7 1.597
3 N -0.12080 0.73644 0.31651  O6 1.321, H9 1.051
4 N -1.96284 0.05778 -0.74727  O6 1.267, H10 0.951
5 O 3.48122 -1.90752 0.83945  C2 1.194
6 O -0.70436 0.20846 -0.74481  N3 1.321, N4 1.267
7 F 4.19316 -1.47500 -1.37200  C2 1.597
8 S 3.50323 1.60552 -0.04596  C1 1.569
9 H 0.91198 0.56560 0.22024  N3 1.051
10 H -2.32329 0.57265 -0.03399  N4 0.951

highest occupied orbital energy (spin up / spin down)	-3.257 / -3.257	eV
gap between HOMO and LUMO (spin up / spin down)	5.81 / 5.81	eV
lowest unoccupied orbital energy (spin up / spin down)	2.6 / 2.6	eV
energy relative to the best compared isomer or geometry (same formula, charge and spin)	3.097	eV
net charge	-1
total energy	-835.26113	hartree